{
  "formula": "C5H3N",
  "method": "the ωB97M-V functional and the def2-TZVPD basis",
  "species": ["C", "C", "C", "C", "C", "N", "H", "H", "H"],
  "coordinates": [[-1.714545, 0.797867, 0.146442], [-0.691536, -0.183002, 0.156048], [0.480526, 0.852781, -0.239718], [0.513166, -0.891729, 0.693725], [-0.662805, 1.024319, -0.966684], [1.440870, 0.149798, 0.218348], [0.657361, -0.880299, 1.729217], [0.924512, -1.910502, 0.348247], [-0.947549, 1.040767, -2.085626]],
  "atomic_forces_ev_per_a": [[1.3, -2.1, 0.6], [-3.6, 2.6, -0.1], [0.7, -0.8, -1.0], [2.5, -1.9, -2.0], [-1.0, -0.3, -1.2], [1.1, 1.2, 0.0], [-0.9, 0.0, 1.8], [-1.3, 1.3, 0.1], [1.2, -0.1, 1.8]],
  "e_tot_ha": -246.76655,
  "max_force_ev_per_a": 4.43,
  "homo_energy_ev": -8.9,
  "mol_weight_da": 77.1,
  "de_lowest_kj_mol": 565.7,
  "gap_ev": 9.404,
  "spin_multiplicity": 1
}